Formula: C5H15N2O
Source: the Open Molecules 2025 dataset
Level of theory: ωB97M-V with the def2-TZVPD basis set

Geometry as XYZ:
```
23
Properties=species:S:1:pos:R:3:forces:R:3
C 1.102 2.178 -1.777 0.7 -0.9 0.8
C 0.237 1.209 -0.942 -0.5 0.7 -0.8
C 0.812 0.932 0.435 0.9 0.2 -0.1
C 0.021 -0.122 1.142 1.4 1.5 0.7
C 0.567 -1.259 1.533 -1.6 -1.1 -1.0
N -0.385 -2.256 2.136 1.7 0.6 1.0
N -0.088 -0.048 -1.654 -0.5 0.7 1.1
H 1.066 1.937 -2.831 -0.3 0.1 -0.3
H 0.818 3.197 -1.593 -0.1 0.5 -0.1
H 2.150 2.067 -1.489 0.1 0.1 -0.1
H -0.719 1.736 -0.831 -0.1 -0.2 0.2
H 1.884 0.720 0.386 0.0 -0.8 -0.4
H 0.902 1.851 1.025 -0.8 0.0 0.0
H -0.946 0.246 1.432 -0.4 -0.5 0.2
H 1.360 -1.768 1.023 0.8 0.2 0.4
H -0.598 -3.021 1.525 -0.3 -0.6 -0.5
H -0.080 -2.591 3.052 0.4 -0.4 -0.2
H -1.199 -1.752 2.356 -1.9 0.7 -0.1
H 0.652 -0.728 -1.563 0.2 0.0 -0.7
H -0.308 0.240 -2.596 0.3 -0.7 -0.4
H -3.111 -0.681 -0.041 -0.4 -0.3 0.3
H -1.825 -0.873 -0.749 0.6 -0.2 0.0
O -2.313 -1.215 0.022 -0.3 0.3 -0.2
```
Positions in Å, forces in eV/Å.

Summary:
E_tot, eV: -10448.794
LUMO level, eV: -3.2
Orbital gap, Ha: 0.36328
Total charge: +1
Highest occupied orbital energy, eV: -13.05